[1]
A single C22H20BrN3O3 molecule in a non-equilibrium geometry. Source: OMol25; level of theory: ωB97M-V/def2-TZVPD.

Last column: natural (NBO) charge in e.
Positions of all 49 atoms, in Å:
O -0.560 -3.258 2.378  -0.586
C -0.535 -2.650 1.326  0.655
N 0.631 -2.206 0.798  -0.620
C 0.892 -1.371 -0.296  0.179
C 2.145 -1.439 -0.899  -0.231
C 2.504 -0.576 -1.910  -0.235
C 1.635 0.426 -2.356  0.148
N 2.001 1.340 -3.346  -0.422
C 1.199 2.543 -3.465  -0.235
C 1.386 3.413 -2.192  -0.249
N 2.644 3.049 -1.580  -0.424
C 2.831 2.344 -0.426  0.643
O 3.932 1.887 -0.151  -0.629
C 1.732 2.120 0.523  0.149
C 1.800 1.255 1.589  -0.222
C 0.535 1.278 2.209  -0.319
C -0.214 2.155 1.486  0.112
O 0.494 2.671 0.470  -0.409
C 3.698 2.947 -2.571  -0.252
C 3.397 1.724 -3.482  -0.223
C 0.353 0.434 -1.792  -0.212
C -0.008 -0.433 -0.782  -0.259
C -1.779 -2.446 0.517  -0.105
C -1.913 -3.093 -0.706  -0.185
C -3.099 -3.018 -1.414  -0.211
C -4.167 -2.297 -0.904  -0.192
C -4.050 -1.645 0.311  -0.241
C -2.861 -1.730 1.015  -0.067
Br -2.694 -0.779 2.656  0.067
H 1.450 -2.495 1.322  0.410
H 2.859 -2.174 -0.556  0.212
H 3.488 -0.689 -2.332  0.215
H 1.554 3.077 -4.350  0.203
H 0.151 2.298 -3.632  0.213
H 0.572 3.260 -1.491  0.242
H 1.419 4.475 -2.459  0.199
H 2.661 0.686 1.869  0.246
H 0.219 0.721 3.067  0.240
H -1.228 2.487 1.596  0.209
H 3.719 3.877 -3.144  0.193
H 4.646 2.819 -2.050  0.254
H 4.047 0.896 -3.218  0.215
H 3.577 1.978 -4.531  0.199
H -0.393 1.141 -2.114  0.205
H -0.990 -0.335 -0.349  0.223
H -1.078 -3.657 -1.095  0.225
H -3.190 -3.523 -2.363  0.220
H -5.095 -2.239 -1.452  0.220
H -4.873 -1.076 0.715  0.231

Computed properties:
Total energy ... -103793.917 eV
Structure (SMILES) ... O=C(Nc1ccc(N2CCN(C(=O)c3ccco3)CC2)cc1)c1ccccc1Br
M ... 454.3 g mol⁻¹
Highest occupied orbital energy ... -7.53 eV
Energy relative to the best compared isomer or geometry (same formula, charge and spin) ... 0.669 eV

=====

[2]
A single C21H27FN4O2 molecule. Source: OMol25; level of theory: ωB97M-V/def2-TZVPD.

Last column: natural (NBO) charge in e.
Positions of all 55 atoms, in Å:
C -5.032 -2.198 -0.512  -0.646
C -4.725 -0.917 0.180  0.152
N -5.359 -0.561 1.282  -0.285
N -4.864 0.631 1.624  -0.331
C -3.920 1.070 0.762  0.181
C -3.226 2.370 0.927  -0.667
C -3.798 0.083 -0.200  -0.180
C -2.873 0.080 -1.372  -0.245
N -1.475 -0.026 -0.961  -0.430
C -1.097 -1.307 -0.414  -0.412
C -0.654 1.019 -1.175  0.702
O -1.063 2.080 -1.620  -0.663
C 0.820 0.852 -0.800  -0.322
C 1.711 1.709 -1.718  -0.395
C 2.529 2.743 -0.940  -0.502
C 3.218 2.114 0.249  0.691
O 4.402 2.233 0.496  -0.639
N 2.374 1.391 1.025  -0.456
C 2.887 0.692 2.185  -0.193
C 3.876 -0.427 1.809  -0.447
C 3.303 -1.339 0.767  0.016
C 3.692 -1.221 -0.563  -0.238
C 3.145 -2.036 -1.539  -0.187
C 2.191 -2.983 -1.207  -0.306
C 1.809 -3.089 0.117  0.395
F 0.867 -3.999 0.457  -0.330
C 2.345 -2.287 1.106  -0.273
C 0.982 1.317 0.659  -0.200
H -4.149 -2.833 -0.575  0.212
H -5.389 -2.007 -1.523  0.218
H -5.804 -2.723 0.043  0.238
H -5.215 1.102 2.442  0.404
H -2.644 2.596 0.038  0.261
H -2.553 2.341 1.785  0.219
H -3.947 3.170 1.090  0.223
H -2.966 1.013 -1.933  0.255
H -3.108 -0.760 -2.031  0.204
H -0.340 -1.210 0.360  0.208
H -0.724 -1.978 -1.194  0.198
H -1.978 -1.758 0.039  0.220
H 1.120 -0.193 -0.879  0.233
H 2.390 1.058 -2.271  0.208
H 1.080 2.236 -2.436  0.247
H 1.872 3.538 -0.582  0.226
H 3.285 3.192 -1.584  0.240
H 2.041 0.281 2.738  0.196
H 3.412 1.411 2.823  0.219
H 4.118 -0.985 2.715  0.218
H 4.784 0.041 1.429  0.247
H 4.432 -0.482 -0.829  0.228
H 3.461 -1.935 -2.566  0.221
H 1.753 -3.632 -1.949  0.232
H 2.021 -2.413 2.128  0.220
H 0.471 0.631 1.337  0.211
H 0.511 2.303 0.761  0.203

Computed properties:
Total energy ... -34989.612 eV
Structure (SMILES) ... Cc1n[nH]c(C)c1CN(C)C(=O)[C@H]1CCC(=O)N(CCc2cccc(F)c2)C1
M ... 386.5 g mol⁻¹
Highest occupied orbital energy ... -8.84 eV
Energy relative to the best compared isomer or geometry (same formula, charge and spin) ... 0.348 eV

=====

[3]
A molecular structure, C45H51BBrF4N6O5OsSSeSi in a non-equilibrium geometry. Source: OMol25; level of theory: ωB97M-V/def2-TZVPD.

Last column: Löwdin charge in e.
Positions of all 117 atoms, in Å:
Os -0.028 0.298 1.590  1.098
C -4.390 6.833 0.550  -0.058
C -3.992 5.906 1.699  -0.559
C -5.243 5.617 2.544  -0.041
C -2.923 6.624 2.544  -0.042
C -3.365 4.611 1.225  -0.178
C -2.988 3.680 2.192  -0.087
C -2.291 2.566 1.813  -0.475
Br -1.691 1.301 3.157  0.948
C -1.949 2.241 0.474  -0.387
O -1.247 1.175 0.234  -0.338
C -2.425 3.148 -0.522  -0.084
C -3.080 4.303 -0.102  0.021
C -2.255 2.929 -2.024  -0.524
C -1.584 1.604 -2.402  -0.059
C -3.652 2.926 -2.674  -0.036
C -1.418 4.072 -2.620  -0.032
H -4.818 7.745 0.960  0.086
H -5.136 6.370 -0.091  0.089
H -3.520 7.109 -0.040  0.084
H -5.727 6.552 2.817  0.084
H -5.010 5.086 3.463  0.074
H -5.954 5.022 1.974  0.091
H -3.307 7.572 2.913  0.085
H -2.048 6.823 1.929  0.089
H -2.613 6.026 3.397  0.076
H -3.228 3.819 3.231  0.104
H -3.387 5.005 -0.858  0.098
H -2.113 0.756 -1.974  0.073
H -0.544 1.566 -2.090  0.061
H -1.606 1.501 -3.485  0.085
H -4.254 2.123 -2.257  0.090
H -3.556 2.768 -3.746  0.084
H -4.177 3.863 -2.520  0.077
H -0.416 4.072 -2.198  0.084
H -1.875 5.038 -2.428  0.077
H -1.335 3.942 -3.696  0.087
F -2.998 -2.251 2.737  0.217
B -1.667 -2.415 2.763  -1.329
F -1.127 -2.026 1.383  -0.068
F -1.032 -1.505 3.575  0.062
F -1.269 -3.679 2.997  0.194
C 8.971 -1.598 -0.362  -0.120
C 8.110 -2.738 0.131  -0.274
S 6.531 -2.785 -0.765  0.656
O 5.639 -3.693 -0.084  -0.336
O 6.764 -3.024 -2.159  -0.291
C 5.688 -1.151 -0.650  -0.169
C 4.385 -1.431 -1.389  -0.163
N 3.276 -0.630 -0.936  0.061
C 2.343 -1.006 -0.034  -0.286
N 1.432 -0.042 0.123  -0.048
C 1.791 0.987 -0.690  -0.019
C 2.946 0.644 -1.353  -0.126
N 3.673 1.435 -2.264  -0.321
O 3.143 2.485 -2.599  0.111
O 4.765 1.027 -2.643  0.090
C 2.325 -2.306 0.672  0.030
H 9.997 -1.725 -0.023  0.086
H 8.609 -0.641 0.004  0.075
H 8.965 -1.587 -1.449  0.082
H 7.871 -2.684 1.189  0.101
H 8.555 -3.705 -0.091  0.110
H 6.269 -0.377 -1.138  0.096
H 5.531 -0.921 0.400  0.112
H 4.136 -2.482 -1.223  0.103
H 4.549 -1.262 -2.456  0.137
H 1.234 1.899 -0.761  0.121
H 2.505 -3.138 -0.007  0.081
H 1.359 -2.447 1.149  0.067
H 3.101 -2.344 1.436  0.101
Se 2.645 3.492 3.126  1.221
N 3.382 2.502 4.381  -0.227
C 2.923 1.257 4.316  -0.370
C 3.226 0.164 5.136  0.033
C 2.615 -1.048 4.843  -0.013
C 1.728 -1.176 3.789  -0.074
N 1.398 -0.141 2.996  -0.093
C 1.981 1.042 3.256  -0.482
N 1.685 2.098 2.501  -0.246
H 3.892 0.272 5.973  0.125
H 2.824 -1.912 5.451  0.119
H 1.245 -2.115 3.579  0.122
C -5.824 -2.870 0.886  -0.048
C -5.159 -1.665 0.717  -0.058
C -3.918 -1.637 0.112  -0.087
C -3.317 -2.825 -0.320  -0.274
C -4.007 -4.032 -0.159  -0.086
C -5.253 -4.049 0.434  -0.062
Si -1.578 -2.846 -0.999  1.124
C -1.255 -1.958 -2.629  -0.263
C -0.007 -1.445 -2.998  -0.116
C 0.224 -1.017 -4.291  -0.064
C -0.770 -1.118 -5.252  -0.051
C -2.015 -1.617 -4.900  -0.057
C -2.258 -2.023 -3.602  -0.081
C -0.314 -4.194 -0.689  -0.255
C 0.663 -4.471 -1.655  -0.099
C 1.555 -5.510 -1.471  -0.068
C 1.485 -6.300 -0.333  -0.047
C 0.528 -6.035 0.631  -0.048
C -0.367 -4.994 0.457  -0.077
H -6.777 -2.889 1.390  0.112
H -5.601 -0.752 1.087  0.116
H -3.387 -0.698 0.012  0.104
H -3.558 -4.955 -0.497  0.106
H -5.771 -4.987 0.565  0.111
H 0.782 -1.382 -2.264  0.086
H 1.183 -0.599 -4.557  0.111
H -0.573 -0.810 -6.266  0.114
H -2.801 -1.692 -5.636  0.114
H -3.236 -2.405 -3.344  0.108
H 0.711 -3.878 -2.555  0.094
H 2.299 -5.710 -2.225  0.113
H 2.176 -7.120 -0.205  0.115
H 0.470 -6.642 1.521  0.116
H -1.095 -4.793 1.222  0.093

Computed properties:
Total energy ... -234782.213 eV
Charge ... +1
M ... 1252.0 g mol⁻¹
Highest occupied orbital energy (spin up / spin down) ... -9.15 / -9.15 eV
Energy relative to the best compared isomer or geometry (same formula, charge and spin) ... 1.222 eV

=====

[4]
A single C4H6N2O2 molecule in a non-equilibrium geometry. Source: OMol25; level of theory: ωB97M-V/def2-TZVPD.

Last column: natural (NBO) charge in e.
Positions of all 14 atoms, in Å:
C -0.722 1.198 -0.058  -0.703
C 0.282 0.098 -0.009  0.148
C 0.307 -1.029 -1.101  -0.079
O -0.811 -1.858 -0.840  -0.473
C -1.230 -1.628 0.413  0.507
N -1.828 -1.711 1.395  -0.370
N 1.407 0.116 0.604  -0.103
O 1.691 1.275 1.299  -0.555
H -0.440 2.118 -0.584  0.244
H -1.649 0.888 -0.543  0.231
H -1.003 1.565 0.926  0.255
H 1.229 -1.618 -1.040  0.215
H 0.163 -0.567 -2.064  0.199
H 2.604 1.152 1.602  0.484

Computed properties:
Total energy ... -11316.934 eV
Structure (SMILES) ... C/C(COC#N)=N\O
M ... 114.1 g mol⁻¹
Highest occupied orbital energy ... -10.17 eV
Energy relative to the best compared isomer or geometry (same formula, charge and spin) ... 4.108 eV

=====

[5]
2 unconnected molecules or ions with the total composition C3H5ClS in a non-equilibrium geometry. Source: OMol25; level of theory: ωB97M-V/def2-TZVPD.

Last column: natural (NBO) charge in e.
Positions of all 10 atoms, in Å:
C -0.253 1.240 -0.194  -0.689
C -0.531 -0.132 0.066  -0.133
C 0.464 -1.125 0.343  -0.430
H -1.144 1.672 -0.997  0.262
H -0.253 1.937 1.075  0.246
H 0.691 1.122 -0.847  0.271
H 0.726 -0.941 1.454  0.244
H 0.132 -2.277 0.014  0.291
S -1.895 -0.893 -0.444  0.042
Cl 2.062 -0.602 -0.471  -0.104

Computed properties:
Total energy ... -26546.171 eV
M ... 108.6 g mol⁻¹
Highest occupied orbital energy ... -8.78 eV
Energy relative to the best compared isomer or geometry (same formula, charge and spin) ... 2.801 eV